(1)
C27H44N3P3SV | ωB97M-V with the def2-TZVPD basis set

Calculated values
Electronic energy, hartree: -3584.56205
Max |F|, hartree/bohr: 0.081
Charge: +3
Multiplicity: 3
HOMO energy (alpha / beta), eV: -15.875 / -15.823
Frontier orbital gap (alpha / beta), eV: 4.2 / 4.5
LUMO (alpha / beta), Ha: -0.428 / -0.416

Last column: Löwdin charge in e.
Atoms and positions in Å:
V: -0.566 0.425 -0.114  0.4465
S: -2.262 3.291 -0.213  0.8572
P: -2.746 0.473 -1.111  0.6973
P: 0.543 0.362 -2.134  0.7630
P: -0.776 -2.024 0.493  0.8453
N: 3.369 -1.775 0.995  0.0167
N: 1.547 -0.486 0.786  -0.0568
N: 7.589 -7.050 0.160  0.2047
C: 0.106 -3.099 1.669  -0.2314
C: 0.524 2.505 2.159  -0.0610
C: -4.128 0.685 0.128  -0.2081
C: -3.271 -1.095 -1.951  -0.2083
C: -3.062 1.678 -2.509  -0.2683
C: 2.286 -0.078 1.886  -0.1065
C: 2.238 -1.518 0.253  -0.2133
C: 3.368 -0.901 2.069  0.0295
C: -2.979 4.645 0.661  -0.5676
C: -3.603 7.058 0.729  -0.0471
C: -0.326 -0.217 -3.619  -0.2128
C: 5.354 -2.989 1.720  0.0058
C: -3.121 5.952 0.005  -0.0731
C: 4.367 -2.773 0.753  -0.1701
C: -0.138 1.640 2.921  -0.0511
C: -3.800 7.004 2.130  -0.0363
C: 5.235 -4.581 -0.568  0.0049
C: 6.229 -4.051 1.566  0.0158
C: 6.119 -4.906 0.460  -0.1988
C: -3.253 4.592 2.041  -0.1087
C: 2.180 -0.323 -2.561  -0.2273
C: -2.489 -2.333 1.203  -0.2213
C: 4.323 -3.522 -0.444  0.0112
C: 0.954 2.126 -2.453  -0.1968
C: -3.707 5.751 2.709  -0.0656
C: -0.642 -3.208 -0.929  -0.2073
C: 6.966 -6.068 0.312  -0.1405
H: -1.451 -3.086 -1.660  0.0366
H: 6.958 -4.225 2.357  0.1423
H: 1.964 -2.200 -0.545  0.0918
H: 2.157 -1.415 -2.618  0.0514
H: 0.355 -2.599 2.596  0.0643
H: -3.275 -2.355 0.420  0.0254
H: -2.718 -1.514 1.918  0.0576
H: 1.618 2.605 2.253  0.0849
H: 1.028 -3.520 1.271  0.0570
H: 0.055 2.756 -2.400  0.0332
H: -0.644 -4.249 -0.561  0.0857
H: -4.130 7.904 2.682  0.1361
H: 2.446 0.080 -3.548  0.0797
H: -3.033 3.636 2.535  0.0929
H: -3.903 7.968 0.188  0.1288
H: 2.013 0.705 2.559  0.0568
H: -0.686 -1.236 -3.443  0.0415
H: -0.007 3.166 1.467  0.0242
H: -3.996 2.209 -2.248  0.0674
H: -1.255 1.643 2.929  0.0749
H: -0.499 -3.963 1.951  0.0735
H: 1.669 2.466 -1.686  0.0747
H: -2.476 -3.294 1.766  0.0745
H: 4.109 -1.013 2.833  0.1245
H: -2.488 -1.411 -2.673  0.0308
H: -3.924 1.404 0.941  0.0405
H: 0.392 -0.207 -4.447  0.0830
H: -1.892 1.545 0.077  -0.1530
H: -1.179 0.427 -3.835  0.0361
H: -3.150 1.099 -3.456  0.0650
H: 0.305 -3.043 -1.457  0.0342
H: -2.806 6.053 -1.057  0.1132
H: 2.962 -0.024 -1.861  0.0667
H: 5.504 -2.306 2.586  0.1273
H: -2.249 2.433 -2.666  0.0236
H: -4.074 5.639 3.724  0.1183
H: 5.235 -5.228 -1.434  0.1329
H: 0.440 0.984 3.536  0.0547
H: -4.294 -0.289 0.617  0.0458
H: 1.429 2.173 -3.447  0.0846
H: -5.006 1.045 -0.431  0.0835
H: -4.218 -0.815 -2.460  0.0929
H: -3.406 -1.898 -1.203  0.0228
H: 3.695 -3.245 -1.273  0.0975

Cartesian forces, eV/Å:
2.15 -1.19 3.33
0.69 0.63 -0.95
-2.37 -0.11 -0.95
1.71 0.57 -2.67
-1.92 -2.19 0.02
-1.32 0.73 -0.26
0.34 0.14 -0.86
-1.48 2.46 0.40
0.95 0.19 0.76
0.22 0.46 -0.71
0.29 -0.22 0.11
0.51 -0.09 0.17
0.66 0.12 -0.37
0.61 -0.94 0.48
1.23 0.17 1.39
-0.72 -0.06 -1.30
-0.04 2.45 1.67
0.20 -0.32 0.08
-0.42 0.01 0.21
-0.01 0.43 0.14
0.27 -1.38 -0.12
0.07 -0.53 -0.59
-1.22 0.13 -0.75
-0.49 -0.37 -1.35
-0.66 0.04 0.05
-0.03 -0.28 0.22
0.35 0.48 0.17
0.15 0.14 -0.97
0.44 -0.41 0.53
0.01 0.24 0.00
1.19 -0.12 1.21
-0.36 0.10 0.43
-0.01 -0.63 0.70
-0.21 0.33 -0.44
1.23 -2.15 -0.31
0.23 -0.08 0.24
-0.05 -0.10 -0.36
-0.03 0.57 0.13
0.01 0.16 -0.11
0.10 0.27 0.25
0.53 -0.12 0.81
0.04 -0.52 -0.31
-0.67 0.06 -0.32
0.05 0.25 -0.18
0.34 -0.01 -0.16
-0.09 0.51 -0.01
0.19 -0.82 -0.35
-0.22 -0.12 0.22
-0.55 0.62 0.22
0.63 -0.41 0.17
-0.04 -0.03 -0.24
0.21 0.11 -0.26
0.30 0.13 0.41
0.47 -0.28 -0.36
0.99 -0.22 0.19
-0.34 0.20 -0.32
-0.21 -0.07 -0.31
-0.13 0.74 -0.53
0.01 0.50 0.16
-0.87 0.26 0.32
0.08 -0.21 -0.58
-0.31 0.01 0.12
-0.23 1.34 0.59
0.11 -0.11 -0.18
-0.24 0.32 0.71
-0.16 -0.09 0.06
-0.62 -0.01 0.84
-0.13 -0.02 0.01
-0.27 -0.82 -0.77
-0.81 -0.74 0.24
0.45 -0.03 0.11
-0.09 0.18 -0.17
-0.40 -0.35 0.71
-0.28 0.35 -0.44
-0.26 0.11 0.34
0.15 -0.38 0.26
0.51 -0.45 0.24
-0.21 0.56 -0.83
-0.22 -0.11 -0.06

=====

(2)
C37H83FN6O11P | ωB97M-V with the def2-TZVPD basis set

Calculated values
Electronic energy, hartree: -3056.71609
Max |F|, hartree/bohr: 0.026
Charge: +1
Multiplicity: 1
HOMO energy, eV: -10.344
Frontier orbital gap, eV: 8.5
LUMO, Ha: -0.069

Last column: Löwdin charge in e.
Atoms and positions in Å:
P: -1.004 -1.344 2.751  0.9658
F: -1.833 -0.785 1.603  -0.0613
O: -2.069 -0.361 -3.812  -0.1879
O: 2.155 7.165 2.801  -0.0018
O: -1.160 4.013 -4.661  -0.0137
O: 3.723 4.685 -8.175  0.0142
O: 4.883 -3.082 5.957  -0.0143
O: -4.321 -5.853 0.932  -0.1036
O: -4.794 -6.315 -1.713  -0.1318
O: 2.032 -4.631 2.627  -0.0432
O: -3.085 -2.926 2.625  -0.1550
O: -2.447 1.207 3.224  -0.1649
O: 1.664 1.467 1.755  -0.0272
N: 2.256 5.505 -6.658  -0.1956
N: 1.264 8.795 1.507  -0.1916
N: 2.369 3.419 0.851  -0.1781
N: -2.156 3.273 -6.559  -0.1895
N: 4.242 -5.077 2.752  -0.1775
N: 3.817 -2.249 7.769  -0.1912
C: -2.007 -2.676 3.466  -0.2439
C: -1.108 1.300 3.648  -0.2394
C: 3.269 4.714 -7.050  -0.3668
C: 0.427 -2.052 2.035  -0.2179
C: -4.033 -5.446 -2.516  -0.2763
C: -1.027 -2.069 -2.376  -0.2064
C: -3.422 -6.707 0.260  -0.1836
C: -1.644 1.920 -6.372  -0.0246
C: -3.098 1.981 1.000  -0.0601
C: -2.916 2.316 2.463  -0.2381
C: 1.661 6.395 -7.639  -0.0425
C: 2.902 4.127 -0.297  -0.0442
C: 5.502 -4.961 3.475  -0.0367
C: 1.136 9.407 0.197  -0.0501
C: -3.012 -0.075 -2.806  -0.1009
C: 2.107 4.164 2.081  -0.0154
C: 0.556 9.378 2.638  -0.0319
C: 1.741 5.497 -5.300  -0.0506
C: 3.118 -1.261 6.963  -0.0388
C: 2.112 2.114 0.813  -0.3428
C: -4.061 -7.269 -0.983  -0.1849
C: 4.208 -5.787 1.481  -0.0288
C: -3.945 -4.516 1.085  -0.2004
C: 4.659 -3.088 7.159  -0.3282
C: 0.934 -3.510 -0.082  -0.1776
C: 3.113 -4.551 3.214  -0.3161
C: 0.066 -2.466 0.599  -0.2106
C: -3.463 -4.299 2.486  -0.1508
C: 0.048 -3.145 -2.461  -0.1889
C: 3.585 -2.290 9.203  -0.0465
C: -1.846 4.206 -5.653  -0.3625
C: 0.152 -4.074 -1.267  -0.2015
C: -2.980 3.564 -7.716  -0.0529
C: -4.953 -4.807 -3.529  -0.0508
C: -0.573 -0.092 3.929  -0.1872
C: -1.457 -1.632 -3.745  -0.2309
C: 2.017 7.711 1.719  -0.3577
H: -3.179 -7.537 0.914  0.1266
H: -0.832 -4.389 -0.933  0.0914
H: 2.692 3.745 2.898  0.1012
H: -3.274 4.611 -7.701  0.0823
H: 6.234 -4.438 2.857  0.0945
H: -4.756 -8.054 -0.727  0.1287
H: 5.148 -3.797 7.844  0.1407
H: 2.406 7.084 -8.036  0.0926
H: 1.191 -4.302 0.569  0.0755
H: 3.519 -6.630 1.532  0.0950
H: 1.491 10.438 0.218  0.0927
H: 4.185 -3.080 9.645  0.0856
H: -1.333 -3.522 3.564  0.1125
H: 2.215 4.914 -0.612  0.0877
H: -1.986 1.506 -5.426  0.0731
H: 2.534 -2.488 9.416  0.0911
H: -3.695 0.660 -3.206  0.0878
H: -3.864 2.604 2.890  0.1170
H: -3.595 -0.944 -2.526  0.0844
H: -2.275 5.195 -5.888  0.1355
H: 3.234 -4.032 4.175  0.1269
H: 5.356 -4.403 4.404  0.0516
H: -3.284 -7.689 -1.615  0.1235
H: -0.002 10.245 2.298  0.0874
H: 0.862 6.959 -7.166  0.0831
H: -0.882 -0.420 4.913  0.1058
H: 1.257 5.826 -8.477  0.0908
H: -4.280 -4.507 3.162  0.1371
H: 3.863 -1.341 9.663  0.0931
H: -0.549 -1.544 -4.327  0.1267
H: 1.161 -1.256 1.979  0.0984
H: -4.990 -3.736 -3.410  0.0608
H: -2.072 -2.384 -4.236  0.1261
H: -5.952 -5.192 -3.397  0.0813
H: -2.623 -4.952 2.696  0.1309
H: 0.507 -0.035 3.907  0.0986
H: 2.508 -1.754 6.204  0.0811
H: 0.778 -2.853 2.659  0.0746
H: -3.217 -5.972 -3.004  0.1174
H: 1.853 6.487 -4.850  0.0887
H: -3.150 0.915 0.853  0.0539
H: -1.852 -2.390 -1.756  0.1020
H: 0.094 9.405 -0.127  0.0913
H: 3.656 4.074 -6.237  0.1297
H: 2.340 1.649 -0.159  0.1361
H: -4.821 -3.898 0.924  0.1396
H: 3.872 -5.125 0.683  0.0866
H: 2.517 7.348 0.803  0.1298
H: -1.988 1.292 -7.189  0.0898
H: 1.051 4.087 2.341  0.0912
H: 0.689 5.218 -5.297  0.0552
H: -3.881 2.949 -7.711  0.0907
H: 1.820 -3.041 -0.490  0.1203
H: 0.094 -1.568 0.008  0.1008
H: 2.294 4.774 -4.704  0.0800
H: -0.554 1.933 -6.357  0.0950
H: 2.483 -0.663 7.610  0.0863
H: 1.259 9.679 3.413  0.0952
H: -2.321 -2.388 4.468  0.1153
H: -1.058 1.851 4.582  0.1315
H: -4.019 2.403 0.630  0.0764
H: -0.184 -3.753 -3.329  0.1125
H: -2.299 2.371 0.388  0.0733
H: 2.367 5.207 1.955  0.0445
H: 3.828 -0.612 6.451  0.0957
H: -2.546 0.362 -1.932  0.0759
H: -0.608 -1.183 -1.916  0.1088
H: 0.660 -4.972 -1.594  0.1115
H: -0.932 -2.880 0.609  0.0909
H: -4.638 -5.017 -4.540  0.0720
H: 1.727 8.850 -0.525  0.0815
H: 5.206 -6.148 1.254  0.0883
H: -3.196 -4.195 0.367  0.1055
H: -0.470 1.822 2.947  0.0997
H: 1.002 -2.672 -2.656  0.1201
H: -2.488 -6.205 0.019  0.1132
H: 3.865 4.578 -0.053  0.0962
H: -0.130 8.651 3.072  0.0927
H: 3.040 3.436 -1.125  0.0828
H: 5.886 -5.956 3.708  0.0935
H: -3.587 -4.668 -1.899  0.0942
H: -2.252 3.163 2.578  0.1151
H: -2.431 3.368 -8.638  0.0914

Cartesian forces, eV/Å:
0.26 -0.48 0.47
-0.39 0.44 -0.62
0.06 0.10 -0.08
-0.03 0.09 -0.09
-0.04 0.00 -0.04
0.03 -0.01 -0.05
-0.15 0.05 0.15
-0.12 -0.12 0.11
-0.15 -0.34 -0.07
0.03 0.10 0.30
0.13 0.03 -0.29
0.14 -0.14 0.11
-0.20 -0.22 0.09
-0.13 0.11 0.16
-0.17 0.24 -0.09
0.04 0.29 0.02
-0.09 -0.20 -0.24
0.28 -0.11 -0.07
-0.22 0.17 0.19
-0.39 0.16 0.17
-0.43 0.27 0.15
0.12 -0.13 -0.02
0.20 0.76 -0.94
-0.06 0.21 0.25
0.42 0.30 0.32
0.04 0.03 0.19
0.02 0.16 0.11
0.08 0.08 -0.16
-0.22 -0.03 0.09
0.05 -0.07 0.02
-0.03 0.03 0.11
-0.07 -0.01 0.00
-0.03 0.00 0.16
-0.07 0.06 -0.34
0.02 -0.34 -0.15
0.07 -0.07 -0.03
-0.01 0.18 -0.32
0.08 -0.07 0.01
-0.01 -0.17 -0.03
-0.27 0.33 -0.39
-0.05 0.05 0.08
-0.37 0.06 -0.22
0.24 -0.13 -0.17
-0.79 0.63 -0.85
-0.25 0.00 -0.01
0.38 -0.54 0.48
0.12 0.31 0.18
-0.70 -0.14 -0.09
-0.03 0.08 -0.15
-0.01 0.13 0.18
0.64 -0.07 -0.03
0.09 -0.10 0.07
0.03 0.09 -0.18
0.11 0.28 0.06
0.09 0.16 -0.26
0.14 -0.05 0.11
0.18 -0.25 0.22
-0.37 -0.09 0.02
-0.01 0.02 0.05
-0.01 0.04 0.00
0.04 0.00 0.03
-0.28 -0.18 0.10
0.01 -0.01 0.00
0.00 0.02 -0.01
0.41 -0.65 0.80
0.00 -0.02 0.00
0.02 0.01 -0.03
0.03 -0.03 0.01
0.19 -0.33 0.02
-0.01 0.00 -0.03
0.01 -0.06 0.00
-0.01 -0.02 0.02
-0.19 0.25 -0.16
-0.32 0.04 0.25
-0.17 -0.35 0.14
0.00 0.00 0.01
0.01 0.03 0.02
0.01 -0.13 -0.26
0.29 -0.32 -0.16
-0.02 0.03 -0.02
-0.03 0.02 0.02
-0.17 -0.23 0.25
-0.01 0.00 -0.02
-0.14 -0.22 0.41
0.02 0.00 0.03
0.20 0.09 -0.41
0.45 0.11 0.21
-0.05 0.40 0.01
-0.34 -0.25 -0.04
-0.30 -0.14 0.04
0.26 -0.19 0.14
0.41 -0.03 0.10
-0.02 0.00 -0.01
0.34 -0.60 0.29
0.21 -0.32 -0.09
0.00 -0.03 0.07
-0.11 -0.32 0.00
-0.37 -0.17 0.16
-0.01 0.00 -0.03
0.01 0.01 0.01
0.00 -0.01 0.02
-0.26 0.16 -0.14
0.01 0.01 -0.02
-0.01 -0.01 0.01
-0.03 0.01 -0.05
-0.01 0.05 0.03
0.02 -0.02 0.17
-0.03 0.01 -0.01
0.54 0.02 0.17
-0.42 0.34 -0.24
0.02 -0.04 0.01
0.02 -0.04 -0.02
-0.02 0.02 0.03
0.01 0.02 0.02
-0.13 0.08 0.28
0.08 0.25 0.30
-0.32 0.20 -0.16
0.03 -0.22 -0.33
0.33 0.03 -0.20
0.03 -0.07 0.02
0.01 0.02 -0.01
0.20 -0.01 0.40
0.06 0.29 0.34
0.16 -0.34 -0.11
-0.54 0.06 -0.17
0.04 -0.07 -0.33
0.02 -0.02 -0.02
0.04 -0.01 0.00
0.32 -0.05 -0.24
0.14 -0.04 -0.48
0.37 0.05 -0.10
0.19 0.35 -0.01
0.01 0.00 -0.01
-0.02 0.00 0.01
0.00 -0.03 -0.03
0.03 0.01 0.01
0.28 0.18 0.25
0.27 0.24 0.15
0.00 0.02 -0.03

=====

(3)
C2H6N3O | ωB97M-V with the def2-TZVPD basis set

Calculated values
ΔE to the lowest compared entry with this formula, charge and spin, kcal per mole: 69.56
Electronic energy, hartree: -318.76995
Max |F|, hartree/bohr: 0.157
Charge: +1
Multiplicity: 3
HOMO energy (alpha / beta), eV: -11.051 / -15.460
Frontier orbital gap (alpha / beta), eV: 6.8 / 7.3
LUMO (alpha / beta), Ha: -0.157 / -0.301

Last column: natural (NBO) charge in e.
Atoms and positions in Å:
O: -0.553 0.614 1.147  -0.4756
N: -1.816 0.272 -0.638  -0.1381
N: 1.288 -0.808 0.655  -0.6996
N: -0.697 -0.410 -0.770  -0.2343
C: -1.738 0.919 0.522  0.3690
C: 0.000 -0.275 0.310  0.5402
H: 0.835 0.833 -1.950  -0.0372
H: 1.996 -0.103 0.832  0.4598
H: -2.443 1.449 0.974  0.2132
H: 1.304 -1.544 1.377  0.4591
H: 1.548 -1.280 -0.224  0.4749
H: 0.275 0.334 -2.235  0.0685

Cartesian forces, eV/Å:
0.87 1.21 3.02
1.88 -1.74 -1.65
-0.85 -0.72 -1.83
-5.64 -1.25 -5.63
2.50 -1.88 -1.36
2.64 1.14 5.11
-0.72 -0.69 -0.78
0.39 0.48 0.39
-2.77 2.22 1.92
-0.13 0.24 0.34
0.45 -0.13 0.08
1.38 1.11 0.40

=====

(4)
C8H10NO5P | ωB97M-V with the def2-TZVPD basis set

Calculated values
ΔE to the lowest compared entry with this formula, charge and spin, kcal per mole: 42.89
Electronic energy, hartree: -1083.04221
Max |F|, hartree/bohr: 0.091
Charge: -2
Multiplicity: 1
SMILES: O=[P@]([O-])(O)[C@H]1[C@@H]2CC[C@@H]3C(=[N+]([O-])[O-])[C@@H]3[C@@H]21
HOMO energy, eV: -0.921
Frontier orbital gap, eV: 6.7
LUMO, Ha: 0.211

Last column: natural (NBO) charge in e.
Atoms and positions in Å:
P: -3.019 -1.646 -0.015  2.3647
O: -3.886 -0.323 -0.294  -1.0377
O: 4.063 -2.947 0.633  -0.6058
O: 4.848 -1.043 0.209  -0.5769
O: -3.158 -1.841 1.473  -1.2063
O: -3.549 -2.671 -0.924  -1.1837
N: 3.883 -1.785 0.162  0.4320
C: -0.186 -1.370 0.318  -0.2404
C: 1.353 -1.396 0.483  -0.2334
C: 1.167 0.558 -0.980  -0.3867
C: 0.007 1.180 -0.283  -0.4062
C: -0.821 0.035 0.330  -0.2361
C: 2.086 -0.096 0.053  -0.2739
C: -1.376 -1.029 -0.556  -0.6130
C: 2.746 -1.355 -0.302  -0.0738
H: 2.486 0.515 0.803  0.1875
H: 1.761 1.344 -1.575  0.1773
H: 0.760 -0.220 -1.706  0.2094
H: 0.460 1.919 0.338  0.1872
H: -4.056 0.127 0.505  0.4802
H: -0.598 1.756 -1.054  0.1782
H: 1.418 -1.561 1.562  0.1972
H: -1.256 -0.806 -1.663  0.2139
H: -1.646 0.492 1.025  0.2004
H: -0.598 -2.090 1.121  0.2456

Cartesian forces, eV/Å:
-0.28 -0.60 1.18
-0.60 1.04 -2.01
-0.82 -0.92 -0.27
2.47 2.64 -0.48
0.94 0.10 -0.15
0.10 -1.03 -1.15
0.40 -2.18 1.87
-1.12 -1.11 2.62
1.48 1.05 -0.23
1.89 0.30 -1.96
-1.12 -0.57 -1.84
-1.77 1.85 1.53
-1.32 -1.74 -1.82
0.95 0.41 -2.16
-4.67 0.23 -0.45
0.60 1.06 1.05
-0.83 -1.01 0.53
1.01 0.87 0.75
-0.27 0.49 1.37
-0.17 0.60 1.41
0.28 -0.59 0.85
0.66 -0.27 -0.25
-0.30 -0.62 1.24
1.87 -1.40 -0.50
0.64 1.39 -1.14